Below is C16H13BrIrNS3Sb as an isolated structure, with properties calculated with ωB97M-V/def2-TZVPD.

Element x y z (Å)
Ir1 -0.6958 -1.7268 0.7278
C1 -4.8168 1.0988 -1.5946
C2 -3.6192 1.2427 -0.7006
C3 -3.2513 2.4649 -0.1464
C4 -2.1454 2.5365 0.6685
C5 -1.4241 1.3774 0.9225
Br1 0.1185 1.5414 1.9870
N1 -1.7690 0.1864 0.4334
C6 -2.8476 0.1472 -0.3773
H1 -4.9055 1.9494 -2.2701
H2 -5.7335 1.0460 -1.0047
H3 -4.7543 0.1914 -2.1933
H4 -3.8244 3.3587 -0.3615
H5 -1.8221 3.4685 1.1068
H6 -3.0863 -0.8248 -0.7816
S1 -2.8719 -2.8179 0.8266
Sb1 -1.5282 -3.7929 2.5564
S2 -0.7391 -1.5360 2.9888
S3 0.3294 -3.7117 0.9669
C7 4.9151 -0.4729 1.1062
C8 3.9335 -1.0151 1.9584
C9 2.6377 -1.1352 1.5385
C10 2.2428 -0.7172 0.2445
C11 0.8903 -0.7967 -0.2177
C12 0.6005 -0.3245 -1.4737
C13 1.5902 0.2064 -2.3311
C14 2.8808 0.2907 -1.9053
C15 3.2331 -0.1607 -0.6066
C16 4.5678 -0.0573 -0.1479
H7 5.9389 -0.3868 1.4471
H8 4.2079 -1.3424 2.9533
H9 1.8953 -1.5573 2.2005
H10 -0.4208 -0.3534 -1.8466
H11 1.3103 0.5527 -3.3178
H12 3.6530 0.7059 -2.5415
H13 5.3103 0.3645 -0.8152

Results
2S+1	2
E_HOMO (spin up / spin down)	-7.73 / -7.67	eV
E_LUMO (spin up / spin down)	-0.90 / -1.80	eV



Below is C16H13N5O4PdS as an isolated structure, with properties calculated with ωB97M-V/def2-TZVPD.

Element x y z (Å)
Pd1 -0.3710 -1.2652 1.0251
N1 5.0966 4.0526 -1.7805
C1 4.1293 3.0607 -1.7902
C2 4.3423 1.8569 -1.1117
C3 3.3990 0.8502 -1.1625
C4 2.2309 1.0361 -1.8929
C5 2.0070 2.2227 -2.5775
C6 2.9530 3.2276 -2.5261
S1 1.0209 -0.2308 -1.9134
O1 1.6678 -1.4973 -1.6989
O2 0.1744 -0.0347 -3.0549
N2 0.1559 0.0006 -0.5407
C7 -0.8082 0.9371 -0.3734
N3 -0.9927 2.0203 -1.1188
C8 -2.0144 2.7921 -0.7626
C9 -2.8506 2.5288 0.3108
C10 -2.5697 1.3902 1.0474
N4 -1.5586 0.6081 0.7110
H1 5.7489 4.0282 -1.0147
H2 4.7843 4.9820 -2.0058
H3 5.2591 1.7145 -0.5523
H4 3.5649 -0.0878 -0.6498
H5 1.0927 2.3474 -3.1399
H6 2.7871 4.1525 -3.0656
H7 -2.1718 3.6769 -1.3706
H8 -3.6715 3.1804 0.5664
H9 -3.1478 1.1003 1.9164
O3 -0.8232 -2.8358 4.7989
C11 -0.8203 -2.5228 3.6269
O4 -0.0992 -1.6192 3.0595
C12 -1.7608 -3.2656 2.6763
C13 -2.5897 -4.2802 3.1161
C14 -3.4138 -4.9083 2.1971
C15 -3.3828 -4.5039 0.8694
C16 -2.5277 -3.4814 0.5050
N5 -1.7389 -2.8817 1.3973
H10 -2.5612 -4.5444 4.1634
H11 -4.0744 -5.7071 2.5077
H12 -4.0087 -4.9724 0.1236
H13 -2.4570 -3.1277 -0.5157

Results
2S+1	3
E_HOMO (spin up / spin down)	-8.26 / -8.29	eV
E_LUMO (spin up / spin down)	-0.13 / -1.54	eV



Below is one molecule with the formula C16H13NO5S, with properties calculated with ωB97M-V/def2-TZVPD.

Element x y z (Å)
C1 -1.1398 -5.9379 0.6067
O1 -2.1184 -4.9580 0.8679
C2 -1.7226 -3.7002 1.1666
C3 -0.3967 -3.2853 1.2799
C4 -0.0982 -1.9708 1.5774
C5 -1.1111 -1.0324 1.7703
C6 -0.8922 0.3944 2.0297
O2 -1.7959 1.1615 2.2803
C7 0.5400 0.9433 1.9279
N1 0.7873 1.3608 0.5653
C8 1.1939 2.6256 0.2545
O3 1.4173 3.5010 1.0563
C9 1.3429 2.7434 -1.2196
C10 1.7374 3.8910 -1.8920
C11 1.8392 3.8470 -3.2744
C12 1.5538 2.6815 -3.9713
C13 1.1584 1.5301 -3.2988
C14 1.0625 1.5865 -1.9275
S1 0.5746 0.3233 -0.7713
O4 -0.7989 -0.0327 -0.9192
O5 1.5309 -0.7365 -0.6824
C15 -2.4419 -1.4646 1.6720
C16 -2.7459 -2.7687 1.3777
H1 -1.6908 -6.8455 0.3651
H2 -0.5107 -6.1199 1.4834
H3 -0.5103 -5.6581 -0.2432
H4 0.4151 -3.9788 1.1281
H5 0.9420 -1.6977 1.6452
H6 1.2940 0.2141 2.2318
H7 0.6183 1.8423 2.5493
H8 1.9540 4.7874 -1.3321
H9 2.1435 4.7300 -3.8156
H10 1.6379 2.6657 -5.0471
H11 0.9318 0.6177 -3.8266
H12 -3.2242 -0.7365 1.8214
H13 -3.7677 -3.1025 1.2908

Results
E_HOMO	-8.70	eV
E_LUMO	-0.17	eV
structure (SMILES)	COc1ccc(C(=O)CN2C(=O)c3ccccc3S2(=O)=O)cc1



Below is C16H14AlBBr3CaCl6KN6O16P as an isolated structure, with properties calculated with ωB97M-V/def2-TZVPD.

Element x y z (Å)
C1 0.4396 3.3991 -2.6984
C2 0.6442 2.0692 -1.9794
Br1 0.1835 0.4423 -2.8917
C3 1.1369 1.8824 -0.7587
Br2 1.7369 3.4095 0.3280
N1 1.2916 0.5834 -0.1749
C4 0.3091 -0.1055 0.4492
N2 0.3380 -1.2914 1.0502
C5 -0.8757 -1.6216 1.5369
Br3 -1.4498 -3.0968 2.4955
N3 -1.6540 -0.6137 1.2014
N4 -0.9838 0.3363 0.5633
C6 -1.7867 1.4642 0.1570
C7 -1.6421 2.7979 0.6264
C8 -2.4055 3.8494 0.2463
N5 -3.4154 3.6637 -0.6093
C9 -3.5920 2.4217 -1.0304
C10 -2.8452 1.2958 -0.7332
P1 2.8430 -0.1295 -0.2880
O1 3.8680 0.7742 -0.8436
O2 3.2753 -0.7928 1.1096
O3 2.6264 -1.3615 -1.2696
H1 -0.6043 3.7334 -2.7350
H2 1.0228 4.2292 -2.2713
H3 0.7968 3.2685 -3.7299
H4 -2.6441 -0.5266 1.4019
H5 -0.8491 3.0063 1.3522
H6 -2.2260 4.8465 0.6437
H7 -4.4549 2.2555 -1.7138
H8 -3.0678 0.2894 -1.1551
H9 2.9627 -0.2688 1.8650
H10 3.4821 -1.7595 -1.4960
O4 0.9224 6.0199 -1.3243
H11 1.3816 6.1283 -0.4693
Ca1 -0.0880 3.1152 3.0793
Cl1 2.9480 5.5369 0.2836
Cl2 -5.2317 4.2683 0.0760
C11 -7.0451 2.0712 -2.4402
O5 -6.0055 1.3400 -2.7968
H12 -7.0616 3.1205 -2.7950
H13 -8.0525 1.7111 -2.7524
H14 -7.2026 2.1941 -1.3314
K1 5.3250 1.5952 0.0994
B1 1.9534 -6.7848 4.3503
O6 1.2095 -5.4974 4.2662
C12 1.2580 -5.0868 3.0297
O7 0.7492 -4.0667 2.6187
C13 2.0421 -6.0950 2.2077
O8 2.2677 -6.0130 0.9922
O9 2.4390 -7.0533 2.9512
O10 3.0742 -6.6822 5.2794
C14 2.9082 -7.6155 6.2364
O11 3.6474 -7.7960 7.1486
C15 1.6337 -8.3732 5.9402
O12 1.1766 -9.2659 6.5758
O13 1.0910 -7.8615 4.8189
Al1 3.6369 -4.4054 0.4257
C16 3.1361 5.1393 -5.3673
Cl3 4.7419 5.4931 -6.0200
Cl4 1.9480 6.2068 -6.1173
Cl5 2.7190 3.4508 -5.7230
Cl6 3.1369 5.3957 -3.6188
N6 -1.7763 -2.1640 -2.0751
O14 -1.3105 -2.6934 -1.0381
O15 -1.1832 -2.2611 -3.1453
O16 -2.8492 -1.5215 -2.0134

Results
E_HOMO	-9.28	eV
net charge	+1
E_LUMO	-6.74	eV



Asked for electronic energy across the records above, the calculation gives -4785.4773, -1718.3192, -1446.6401, -14519.1598 hartree in order.